(1)
A 6-piece molecular cluster, C29H45IN7O2 overall. Source: the OMol25 dataset; level of theory: ωB97M-V/def2-TZVPD.

Atoms and positions in Å:
C 4.13 2.84 0.10
C 2.78 3.55 0.10
C 1.74 2.80 -0.77
I 1.75 3.60 -2.75
C 0.39 2.77 -0.07
C -0.37 4.07 0.06
N -1.68 3.85 0.68
C -1.93 2.54 1.24
C -1.68 1.37 0.28
C -1.49 0.01 0.97
C -0.07 -0.39 1.39
O 0.52 -1.28 0.47
N -0.53 1.72 -0.65
O -1.07 2.19 -1.87
H 4.00 1.76 0.17
H 4.68 3.04 -0.82
H 4.74 3.17 0.94
H 2.40 3.68 1.12
H 2.90 4.55 -0.31
H 2.08 1.76 -0.84
H 0.60 2.41 0.94
H -0.49 4.55 -0.91
H 0.23 4.74 0.68
H -2.44 4.16 0.10
H -2.98 2.48 1.51
H -1.37 2.41 2.17
H -2.54 1.31 -0.38
H -1.91 -0.78 0.35
H -2.12 0.05 1.86
H 0.57 0.48 1.58
H -0.12 -0.94 2.33
H 0.45 -0.98 -0.44
H 0.03 0.89 -0.85
H -0.67 1.67 -2.59
N -0.56 -1.94 -4.07
C 0.29 -2.96 -4.37
C 0.58 -3.63 -3.21
C -0.13 -2.99 -2.17
C -0.83 -1.95 -2.73
H -0.96 -1.31 -4.75
H 0.62 -3.14 -5.38
H 1.22 -4.49 -3.12
H -0.14 -3.27 -1.12
H -1.52 -1.23 -2.30
N -4.31 -2.63 -0.29
C -4.99 -1.43 -0.29
C -6.24 -1.66 0.21
C -6.32 -3.04 0.53
C -5.12 -3.61 0.21
H -3.37 -2.78 -0.62
H -4.53 -0.53 -0.66
H -7.01 -0.92 0.33
H -7.17 -3.56 0.94
H -4.77 -4.63 0.29
N -7.46 -3.22 -2.76
C -7.23 -2.40 -3.83
C -8.26 -2.56 -4.72
C -9.15 -3.53 -4.16
C -8.62 -3.91 -2.96
H -6.86 -3.30 -1.96
H -6.36 -1.76 -3.86
H -8.37 -2.05 -5.66
H -10.06 -3.89 -4.60
H -8.98 -4.61 -2.22
N 5.99 3.38 3.84
C 6.70 4.42 4.36
C 8.00 4.02 4.50
C 8.08 2.68 4.05
C 6.83 2.31 3.64
H 5.01 3.38 3.64
H 6.22 5.36 4.59
H 8.80 4.62 4.89
H 8.96 2.06 4.02
H 6.45 1.38 3.23
N 6.36 -1.38 2.51
C 6.10 -2.55 3.16
C 4.98 -3.10 2.59
C 4.56 -2.22 1.56
C 5.43 -1.16 1.54
H 7.14 -0.77 2.72
H 6.72 -2.90 3.97
H 4.52 -4.02 2.88
H 3.71 -2.35 0.90
H 5.48 -0.29 0.90

As for the charge: +1. The value obtained for the maximum force is 0.01071 Eh/bohr. The calculation puts the orbital gap at 6.42 eV.

(2)
CH3O3PS as an isolated structure in a non-equilibrium geometry. Source: the OMol25 dataset; level of theory: ωB97M-V/def2-TZVPD.

Atoms and positions in Å:
C -0.77 -1.21 0.98
O 0.58 -0.98 0.54
O 0.04 1.06 -0.96
O 1.91 2.27 -1.74
P 1.27 0.29 -0.29
S 0.47 2.44 -1.86
H -1.03 -2.18 0.42
H -0.86 -1.23 2.09
H -1.62 -0.46 0.81

As for the charge: 0. As for the relative energy (zero: lowest compared OMol25 entry of this formula, charge and spin): 288.5 kJ/mol. The value obtained for the maximum force is 0.04345 Eh/bohr. The calculation puts the orbital gap (alpha / beta) at 6.13 / 7.96 eV.

(3)
A 9-piece molecular cluster, C24H70ClN6O12 overall in a non-equilibrium geometry. Source: the OMol25 dataset; level of theory: ωB97M-V/def2-TZVPD.

Atoms and positions in Å:
Cl -0.90 -2.27 0.27
O -0.61 -1.31 1.30
O -2.31 -2.54 0.43
O -0.64 -1.70 -1.07
O -0.07 -3.41 0.46
C 0.04 1.63 -2.00
C -0.82 2.93 -1.88
C -0.16 3.93 -2.83
O 1.17 4.17 -2.56
C 1.37 4.92 -1.41
N -2.21 2.84 -2.29
H -0.21 0.87 -1.26
H 1.09 1.89 -1.82
H -0.19 1.08 -2.93
H -0.85 3.19 -0.83
H -0.74 4.88 -2.89
H -0.21 3.55 -3.86
H 0.94 5.91 -1.50
H 2.46 4.94 -1.24
H 0.99 4.34 -0.55
H -2.71 2.19 -1.72
H -2.16 2.51 -3.25
C -0.32 -4.84 -5.29
C -1.05 -3.73 -4.62
C -1.44 -4.15 -3.20
O -2.32 -5.26 -3.24
C -2.55 -5.87 -1.97
N -0.42 -2.47 -4.65
H -0.18 -4.67 -6.37
H -0.72 -5.81 -5.18
H 0.69 -4.98 -4.87
H -2.03 -3.64 -5.13
H -1.90 -3.26 -2.75
H -0.56 -4.47 -2.70
H -3.09 -5.18 -1.33
H -1.58 -6.10 -1.50
H -3.23 -6.73 -2.08
H 0.38 -2.42 -4.05
H -1.02 -1.70 -4.42
C 3.56 3.42 3.94
C 3.95 2.66 2.70
C 2.78 2.49 1.74
O 1.75 1.90 2.53
C 0.68 1.41 1.78
N 4.98 3.30 1.92
H 3.02 4.36 3.69
H 4.45 3.63 4.52
H 2.84 2.90 4.56
H 4.36 1.68 3.01
H 3.14 1.79 0.96
H 2.43 3.39 1.24
H -0.03 0.98 2.47
H 1.03 0.64 1.05
H 0.12 2.22 1.25
H 5.88 3.32 2.39
H 4.72 4.28 1.82
C -5.50 0.66 0.22
C -4.14 1.32 0.50
C -4.08 1.61 2.00
O -2.81 2.23 2.41
C -2.61 3.53 1.85
N -3.02 0.43 0.02
H -5.54 0.43 -0.82
H -6.24 1.41 0.39
H -5.61 -0.20 0.84
H -4.08 2.30 0.05
H -4.12 0.76 2.67
H -4.76 2.36 2.36
H -2.85 3.44 0.77
H -1.59 3.85 2.02
H -3.24 4.28 2.34
H -3.09 -0.48 0.46
H -2.08 0.76 0.32
C -0.45 -2.81 5.11
C -1.31 -1.56 5.04
C -0.48 -0.27 4.99
O 0.00 -0.11 6.32
C 1.02 0.87 6.39
N -2.15 -1.69 3.82
H -0.06 -3.21 4.16
H -1.03 -3.63 5.46
H 0.40 -2.77 5.81
H -1.97 -1.56 5.93
H -1.02 0.63 4.70
H 0.33 -0.44 4.25
H 1.19 1.04 7.43
H 0.78 1.88 5.95
H 1.95 0.51 5.90
H -2.80 -0.91 3.81
H -1.55 -1.56 2.98
C 4.89 0.62 -4.05
C 4.59 -0.88 -3.82
C 3.40 -1.23 -2.93
O 3.75 -0.82 -1.66
C 2.76 -1.01 -0.65
N 4.40 -1.58 -5.09
H 5.72 0.75 -4.76
H 5.26 1.19 -3.19
H 3.95 1.08 -4.39
H 5.47 -1.35 -3.34
H 3.10 -2.30 -3.02
H 2.47 -0.71 -3.30
H 2.06 -0.22 -0.80
H 3.20 -0.74 0.31
H 2.33 -1.99 -0.74
H 3.43 -1.78 -5.34
H 4.86 -0.99 -5.80
O -2.62 -4.64 3.02
H -2.71 -3.81 3.47
H -2.28 -4.38 2.15
O -2.36 -0.51 -2.84
H -1.65 -0.91 -2.31
H -3.09 -0.47 -2.21

As for the charge: -1. As for the relative energy (zero: lowest compared OMol25 entry of this formula, charge and spin): 49.1 kJ/mol. The value obtained for the maximum force is 0.05206 Eh/bohr. The calculation puts the orbital gap at 8.94 eV.

(4)
C2H12NO4 as an isolated structure in a non-equilibrium geometry. Source: the OMol25 dataset; level of theory: ωB97M-V/def2-TZVPD.

Atoms and positions in Å:
C -0.95 0.99 -0.99
O -2.37 0.63 -1.05
C -0.39 0.96 0.43
N -0.25 -0.39 0.88
H -0.92 2.09 -1.32
H -0.27 0.44 -1.71
H -1.07 1.62 0.93
H 0.52 1.53 0.45
H -1.51 -0.88 0.72
H -0.41 -0.48 1.88
H -2.98 -2.06 0.26
H -2.45 -0.26 -0.61
O -2.68 -1.22 0.76
H 2.15 -1.43 -1.10
H 0.71 -0.76 0.46
O 2.02 -1.21 -0.13
H 4.18 0.48 0.51
H 2.97 -0.40 -0.05
O 3.70 0.36 -0.33

As for the charge: -1. As for the relative energy (zero: lowest compared OMol25 entry of this formula, charge and spin): 155.5 kJ/mol. The value obtained for the maximum force is 0.05347 Eh/bohr. The calculation puts the orbital gap at 8.82 eV.

(5)
One molecule with the formula C15H21N3O2S. Source: the OMol25 dataset; level of theory: ωB97M-V/def2-TZVPD.

Atoms and positions in Å:
C 1.70 1.38 -4.97
C 1.51 1.85 -3.54
O 0.87 0.86 -2.73
C 1.68 -0.13 -2.28
O 2.87 -0.17 -2.46
N 0.98 -1.07 -1.59
C -0.44 -0.98 -1.34
C -0.77 -1.74 -0.05
N 0.28 -1.56 0.92
C 0.07 -1.30 2.23
S 1.15 -1.76 3.40
N -1.09 -0.67 2.60
C -1.71 0.41 1.96
C -3.04 0.69 2.27
C -3.67 1.76 1.65
C -2.99 2.55 0.74
C -1.66 2.29 0.44
C -0.89 3.15 -0.51
C -1.03 1.22 1.06
C 1.58 -2.10 0.53
C 1.67 -2.18 -0.99
H 2.12 2.18 -5.57
H 2.37 0.53 -4.99
H 0.74 1.08 -5.40
H 2.48 2.10 -3.09
H 0.84 2.72 -3.49
H -0.73 0.07 -1.25
H -1.01 -1.42 -2.18
H -0.86 -2.82 -0.26
H -1.72 -1.40 0.35
H -1.28 -0.75 3.59
H -3.57 0.08 2.98
H -4.70 1.98 1.89
H -3.49 3.37 0.26
H -0.16 3.75 0.03
H -0.34 2.53 -1.23
H -1.55 3.82 -1.06
H 0.02 1.03 0.87
H 1.74 -3.09 0.98
H 2.35 -1.43 0.93
H 2.71 -2.14 -1.31
H 1.22 -3.12 -1.36

As for the charge: 0. As for the relative energy (zero: lowest compared OMol25 entry of this formula, charge and spin): 76.1 kJ/mol. As for the SMILES: CCOC(=O)N1CCN(C(=S)Nc2cccc(C)c2)CC1. The value obtained for the maximum force is 0.01020 Eh/bohr. The calculation puts the orbital gap at 8.78 eV.

(6)
A 3-piece molecular cluster, C5H12O overall. Source: the OMol25 dataset; level of theory: ωB97M-V/def2-TZVPD.

Atoms and positions in Å:
C -0.94 -0.82 -1.53
C -0.13 0.24 -1.67
C 1.37 0.17 -1.68
H -2.02 -0.71 -1.55
H -0.54 -1.82 -1.42
H -0.57 1.23 -1.80
H 1.72 -0.83 -1.43
H 1.80 0.88 -0.96
H 1.76 0.44 -2.67
C -1.73 -1.15 1.45
O -0.91 -1.59 2.22
H -1.87 -0.07 1.28
H -2.40 -1.81 0.87
C 0.90 1.17 1.78
H 0.24 1.19 0.91
H 1.03 0.14 2.10
H 0.45 1.75 2.59
H 1.86 1.61 1.51

As for the charge: 0. As for the relative energy (zero: lowest compared OMol25 entry of this formula, charge and spin): 182.3 kJ/mol. As for the SMILES: C=CC.C=O.C. The value obtained for the maximum force is 0.01076 Eh/bohr. The calculation puts the orbital gap at 10.74 eV.

(7)
A 2-piece molecular cluster, C5H11N overall in a non-equilibrium geometry. Source: the OMol25 dataset; level of theory: ωB97M-V/def2-TZVPD.

Atoms and positions in Å:
C 1.57 0.25 1.22
C 1.52 -0.64 -0.03
C 0.60 -0.08 -1.15
C -0.82 0.20 -0.72
C -1.48 -0.49 0.31
N -2.81 -0.12 0.42
H 0.52 0.55 1.40
H 1.95 -0.26 2.10
H 2.15 1.15 1.02
H 1.07 -1.63 0.25
H 2.54 -0.85 -0.39
H 0.54 -0.83 -1.95
H 1.05 0.84 -1.53
H -1.49 0.68 -1.44
H -0.34 1.81 0.16
H -3.20 0.32 -0.40
H -3.38 -0.89 0.73

As for the charge: 0. As for the relative energy (zero: lowest compared OMol25 entry of this formula, charge and spin): 520.9 kJ/mol. The value obtained for the maximum force is 0.09437 Eh/bohr. The calculation puts the orbital gap at 7.43 eV.

(8)
A 10-piece molecular cluster, C33H51F3O30 overall in a non-equilibrium geometry. Source: the OMol25 dataset; level of theory: ωB97M-V/def2-TZVPD.

Atoms and positions in Å:
O 7.39 -1.33 -1.32
C 8.29 -1.28 -0.45
O 9.49 -1.76 -0.57
C 10.38 -1.23 0.36
C 9.35 -0.90 1.36
F 9.73 0.13 2.13
O 8.17 -0.62 0.70
H 11.01 -2.02 0.76
H 10.93 -0.36 -0.01
H 9.35 -1.79 1.99
O -5.14 5.97 6.81
C -5.40 5.99 5.64
O -4.56 5.62 4.64
C -5.07 6.19 3.47
C -6.51 6.18 3.72
F -6.98 4.93 3.35
O -6.58 6.43 5.14
H -4.70 7.21 3.33
H -4.87 5.61 2.57
H -7.10 6.90 3.16
O -0.42 4.62 -1.62
C 0.03 3.47 -1.40
O 0.60 2.76 -2.33
C 1.37 1.64 -1.81
C 0.57 1.46 -0.44
F 1.36 1.19 0.59
O 0.07 2.78 -0.29
H 1.30 0.80 -2.50
H 2.40 1.89 -1.57
H -0.19 0.69 -0.57
C -0.69 0.69 7.91
C 0.16 1.61 7.03
C 0.49 2.93 7.60
O 1.85 3.10 7.42
C 2.37 1.90 7.15
O 3.56 1.64 7.06
O 1.40 1.01 6.96
H -0.99 -0.30 7.55
H -1.55 1.32 8.15
H -0.15 0.51 8.83
H -0.15 1.72 5.99
H 0.32 2.88 8.67
H -0.19 3.68 7.20
C -7.48 6.00 -2.87
C -6.62 7.25 -3.29
C -7.47 8.29 -3.98
O -7.52 9.33 -3.07
C -6.83 9.16 -2.01
O -6.74 9.96 -1.13
O -6.22 7.90 -2.03
H -7.00 5.33 -2.16
H -7.71 5.41 -3.76
H -8.45 6.30 -2.49
H -5.70 6.93 -3.79
H -8.47 7.88 -4.09
H -7.21 8.47 -5.02
C -8.20 -3.90 0.28
C -6.97 -3.89 1.23
C -5.60 -3.92 0.52
O -4.95 -2.73 0.94
C -5.78 -2.03 1.73
O -5.53 -1.04 2.39
O -6.98 -2.59 1.80
H -8.12 -3.29 -0.62
H -9.13 -3.55 0.74
H -8.43 -4.87 -0.15
H -7.11 -4.69 1.96
H -5.63 -3.86 -0.56
H -4.98 -4.76 0.82
C 3.51 -5.33 5.66
O 2.91 -6.63 5.63
C 2.06 -7.01 6.61
O 1.61 -6.27 7.48
O 1.84 -8.26 6.37
C 1.19 -9.11 7.30
H 2.98 -4.72 4.92
H 4.49 -5.29 5.20
H 3.35 -4.80 6.60
H 1.66 -8.85 8.25
H 1.21 -10.18 7.13
H 0.18 -8.72 7.39
C 0.94 -5.78 -1.96
O 0.04 -5.73 -3.08
C -0.06 -6.70 -3.90
O 0.43 -7.81 -3.87
O -0.89 -6.19 -4.82
C -1.25 -6.90 -5.97
H 0.98 -6.77 -1.49
H 0.73 -5.08 -1.15
H 1.98 -5.68 -2.24
H -2.05 -6.33 -6.45
H -1.66 -7.88 -5.77
H -0.43 -6.94 -6.69
C 9.24 4.45 -2.46
O 8.67 4.80 -1.23
C 7.35 5.08 -1.12
O 6.56 5.15 -2.05
O 7.06 5.34 0.15
C 5.63 5.31 0.47
H 10.31 4.65 -2.49
H 9.00 5.08 -3.32
H 9.04 3.43 -2.76
H 5.11 6.07 -0.12
H 5.39 5.56 1.50
H 5.05 4.41 0.32
C -0.15 -3.57 -11.61
O 0.31 -2.49 -10.83
C 1.15 -2.75 -9.76
O 1.41 -1.85 -8.91
O 1.72 -4.01 -9.73
C 2.86 -4.20 -8.99
H -0.52 -4.47 -11.12
H 0.63 -3.81 -12.33
H -0.97 -3.17 -12.21
H 2.70 -4.82 -8.10
H 3.37 -3.33 -8.58
H 3.49 -4.83 -9.62

As for the charge: 0. As for the SMILES: O=C1OC[C@@H](F)O1.O=C1OC[C@@H](F)O1.O=C1OC[C@@H](F)O1.C[C@H]1COC(=O)O1.C[C@H]1COC(=O)O1.C[C@H]1COC(=O)O1.COC(=O)OC.COC(=O)OC.COC(=O)OC.COC(=O)OC. The value obtained for the maximum force is 0.11937 Eh/bohr. The calculation puts the orbital gap at 10.69 eV.

(9)
A 2-piece molecular cluster, C3H11NS overall in a non-equilibrium geometry. Source: the OMol25 dataset; level of theory: ωB97M-V/def2-TZVPD.

Atoms and positions in Å:
C 1.07 -1.28 3.58
S 2.75 -0.79 3.83
C 3.76 -1.95 2.97
H 1.04 -2.25 4.12
H 0.85 -1.29 2.51
H 0.29 -0.76 4.15
H 3.15 -2.87 2.79
H 4.07 -1.66 1.96
H 4.64 -2.20 3.56
C -3.49 2.46 -3.98
N -2.64 1.48 -4.71
H -4.29 1.94 -3.41
H -4.24 2.96 -4.57
H -2.85 2.97 -3.26
H -2.20 2.02 -5.45
H -1.90 1.22 -4.08

As for the charge: 0. As for the relative energy (zero: lowest compared OMol25 entry of this formula, charge and spin): 129.2 kJ/mol. As for the SMILES: CSC.CN. The value obtained for the maximum force is 0.05330 Eh/bohr. The calculation puts the orbital gap at 9.47 eV.

(10)
A 2-piece molecular cluster, C4H11NO3 overall in a non-equilibrium geometry. Source: the OMol25 dataset; level of theory: ωB97M-V/def2-TZVPD.

Atoms and positions in Å:
C -0.90 -2.76 0.10
N -0.41 -1.55 0.74
C 0.77 -1.00 0.39
O 1.41 -1.62 -0.48
C 1.14 0.37 0.99
C 1.11 1.62 0.18
O 1.92 1.78 -0.96
H -1.79 -3.15 0.60
H -1.05 -2.39 -1.02
H -0.22 -3.54 0.21
H -1.24 -0.99 1.20
H 1.96 0.13 1.79
H 0.36 0.50 1.80
H 1.75 2.47 0.66
H 0.05 2.05 0.21
H 1.60 1.19 -1.74
O -3.82 2.28 -0.68
H -3.67 3.17 -0.22
H -3.62 2.53 -1.62

As for the charge: 0. As for the relative energy (zero: lowest compared OMol25 entry of this formula, charge and spin): 293.5 kJ/mol. As for the SMILES: CNC(=O)CCO.O. The value obtained for the maximum force is 0.09096 Eh/bohr. The calculation puts the orbital gap at 9.97 eV.

(11)
One molecule with the formula C3H2BrClO in a non-equilibrium geometry. Source: the OMol25 dataset; level of theory: ωB97M-V/def2-TZVPD.

Atoms and positions in Å:
Cl -0.63 -1.43 -1.55
C 0.75 -0.79 -0.41
C 0.33 0.49 0.22
C -0.82 1.03 0.61
Br -2.26 1.30 1.66
O 0.21 1.98 0.05
H 0.73 -1.58 0.39
H 1.69 -0.99 -0.97

As for the charge: 0. As for the relative energy (zero: lowest compared OMol25 entry of this formula, charge and spin): 387.8 kJ/mol. As for the SMILES: ClCC1=C(Br)O1. The value obtained for the maximum force is 0.08248 Eh/bohr. The calculation puts the orbital gap (alpha / beta) at 7.88 / 7.88 eV.